(1)
Below is C3H9N3O as an isolated structure at a distorted geometry, with properties calculated with wB97M-V/def2-TZVPD.

Geometry as XYZ:
```
16
Properties=species:S:1:pos:R:3:nbo_charge:R:1
C -0.72174 -0.75940 -0.07855 0.7917
C 2.43054 1.12914 0.52438 -0.6693
N -2.15248 0.52373 -0.40370 -1.0066
N -0.87191 -1.72358 -1.07585 -0.8684
C 1.24596 0.23702 0.64907 0.1851
O -1.14655 -1.01044 1.10743 -0.8087
N 0.47162 0.01773 -0.32509 -0.5320
H -2.26717 0.10670 0.62809 0.4624
H -0.26830 -1.61165 -1.87516 0.4002
H -2.92054 0.35696 -1.04443 0.3851
H -1.72873 1.43801 -0.51426 0.3884
H -1.31329 -2.57040 -0.75241 0.4073
H 1.03898 -0.19166 1.63693 0.1828
H 3.33986 0.57532 0.76715 0.2266
H 2.50859 1.53136 -0.48341 0.2269
H 2.35517 1.95116 1.23980 0.2283
```

- LUMO energy (eV) = 1.046
- highest occupied orbital energy (Ha) = -0.3345
- orbital gap (eV) = 10.1486



(2)
Below is an isolated molecule of C3H9N3O2 at a distorted geometry, with properties calculated with wB97M-V/def2-TZVPD.

Geometry as XYZ:
```
17
Properties=species:S:1:pos:R:3:nbo_charge:R:1
C -1.30601 0.44274 -1.63015 -0.4367
N -0.02880 -0.17873 -1.29438 -0.2170
C 0.46551 0.05061 0.39505 0.3464
C -0.29668 -0.78094 1.05945 0.2475
N 1.09544 1.22677 0.48420 -0.8268
N 0.60816 -0.42682 2.52863 -0.9144
O 0.94736 0.51451 -2.09233 -0.6248
O -0.52766 -2.07835 0.85043 -0.6765
H 1.62230 -0.16771 -2.23196 0.4772
H -1.28577 -2.15429 0.24825 0.4957
H 1.42279 1.53518 -0.43444 0.4172
H 1.71073 1.29565 1.28597 0.4143
H 0.53108 -1.31672 3.01842 0.3622
H -0.01558 0.24583 2.97245 0.3517
H -2.10378 -0.06204 -1.07981 0.1981
H -1.50859 0.34279 -2.70313 0.2072
H -1.33049 1.51152 -1.37667 0.1788
```

- structure (SMILES) = CN(O)/C(N)=C(/N)O
- LUMO energy (eV) = 0.702
- highest occupied orbital energy (Ha) = -0.2938
- orbital gap (eV) = 8.6980



(3)
Below is a 2-piece molecular cluster, C3H9N3O2 overall at a distorted geometry, with properties calculated with wB97M-V/def2-TZVPD.

Geometry as XYZ:
```
17
Properties=species:S:1:pos:R:3:nbo_charge:R:1
N 0.66395 -0.56097 -2.09552 -0.8778
C 1.21393 -1.53786 -1.18081 0.7834
N 0.26446 -2.07345 -0.34939 -0.8657
O 2.35726 -1.91393 -1.21007 -0.6378
H 1.33156 -0.42804 -2.83377 0.3892
H -0.27817 -0.71886 -2.38107 0.3812
H -0.50805 -1.50128 0.02657 0.4227
H 0.69954 -2.75402 0.26743 0.3990
C -0.30529 0.93850 1.53371 0.5392
N -0.71577 2.19122 1.12213 -0.6211
C -2.06883 2.60485 0.68397 -0.4173
O -1.01324 -0.06708 1.59852 -0.6380
H 0.74575 0.98728 1.92046 0.1231
H -0.12572 3.00199 1.33734 0.3968
H -2.36261 2.03954 -0.20953 0.2126
H -1.91101 3.73523 0.37781 0.2025
H -2.87065 2.55562 1.42537 0.2081
```

- structure (SMILES) = NC(N)=O.CNC=O
- LUMO energy (eV) = 0.660
- highest occupied orbital energy (Ha) = -0.3596
- orbital gap (eV) = 10.4445



(4)
Below is an isolated molecule of C3H9N3O2 at a distorted geometry, with properties calculated with wB97M-V/def2-TZVPD.

Geometry as XYZ:
```
17
Properties=species:S:1:pos:R:3:nbo_charge:R:1
C -0.03143 0.04784 -0.93896 -0.0977
C -1.68617 -0.35661 0.82876 -0.4370
N 0.69415 0.77571 0.07690 -0.1914
N -1.20195 -0.69605 -0.49233 -0.1774
C 2.06555 0.74435 0.21880 0.2720
O 0.11993 2.05789 0.27534 -0.5671
O -0.95796 -2.10555 -0.55652 -0.6010
N 2.87938 -0.17215 -0.03032 -0.6811
H 0.00822 2.17864 1.22992 0.4736
H -1.60097 -2.45466 -1.18786 0.4726
H 0.65394 -0.64086 -1.45657 0.2237
H -0.39779 0.79615 -1.66452 0.2049
H 2.48569 -1.01609 -0.44091 0.3341
H 2.45164 1.64454 0.68784 0.1700
H -1.94771 0.69966 0.81857 0.2098
H -2.58267 -0.94599 1.01431 0.2108
H -0.95185 -0.55682 1.61754 0.1812
```

- structure (SMILES) = [H]/N=C\N(O)CN(C)O
- LUMO energy (eV) = 0.666
- highest occupied orbital energy (Ha) = -0.3380
- orbital gap (eV) = 9.8626



(5)
Below is C3H9N3O2 as an isolated structure at a distorted geometry, with properties calculated with wB97M-V/def2-TZVPD.

Geometry as XYZ:
```
17
Properties=species:S:1:pos:R:3:nbo_charge:R:1
C -0.33987 0.48989 0.31310 -0.1905
C 0.77661 -0.32376 -0.35844 -0.3370
N 1.19507 -1.48428 0.41552 -0.4631
C -1.07763 1.26796 -0.76381 0.7818
N 0.42100 -2.52487 -0.28432 -0.6788
N 0.18311 1.28312 1.42897 -0.8294
O -0.54461 2.49324 -0.97355 -0.6981
O -2.00590 0.85328 -1.41017 -0.5960
H -1.08576 2.95252 -1.63437 0.4972
H 0.90674 -1.42140 1.39461 0.3526
H -1.08978 -0.19292 0.73119 0.2012
H 0.94190 -3.40115 -0.26653 0.3753
H -0.49369 -2.70694 0.13951 0.3550
H 0.87127 1.94541 1.08898 0.3645
H -0.55376 1.82082 1.87710 0.3597
H 0.25479 -1.36288 -1.14642 0.3124
H 1.64051 0.31196 -0.55137 0.1933
```

- LUMO energy (eV) = 0.764
- highest occupied orbital energy (Ha) = -0.3314
- orbital gap (eV) = 9.7813



(6)
Below is a 2-piece molecular cluster, C3H9N3O2 overall at a distorted geometry, with properties calculated with wB97M-V/def2-TZVPD.

Geometry as XYZ:
```
17
Properties=species:S:1:pos:R:3:nbo_charge:R:1
C -2.24913 0.33129 -0.63842 0.0155
C 0.64228 0.75315 -0.30926 0.6236
N 0.63065 1.25013 0.94646 -0.8440
N -2.14438 -0.35683 0.41720 -0.6472
O 0.71327 1.42878 -1.31525 -0.6420
H 0.59331 0.59727 1.71451 0.4113
H 0.67262 2.24278 1.10802 0.3989
H -0.76894 -1.21172 0.71767 0.5017
H -2.73954 -0.06864 1.19108 0.3603
H -2.95717 1.14466 -0.78336 0.1658
H -1.69483 0.03213 -1.51691 0.1847
N 2.28040 -1.12845 -0.29470 -0.8232
C 0.86683 -0.85756 -0.31764 0.1822
O 0.25758 -1.43769 0.77143 -0.7697
H 2.67416 -0.89478 0.60977 0.3612
H 2.75607 -0.60874 -1.02151 0.3709
H 0.46681 -1.21580 -1.27911 0.1500
```

- structure (SMILES) = NC(=O)[C@@H](N)O.C=N
- LUMO energy (eV) = 0.710
- highest occupied orbital energy (Ha) = -0.3163
- orbital gap (eV) = 9.3171



(7)
Below is a 2-piece molecular cluster, C3H9N3O2 overall at a distorted geometry, with properties calculated with wB97M-V/def2-TZVPD.

Geometry as XYZ:
```
17
Properties=species:S:1:pos:R:3:nbo_charge:R:1
N -1.41291 2.21217 0.66851 -0.8221
C -1.45706 1.88910 -0.71804 0.8335
O -0.49783 1.28709 -1.21336 -0.6261
O -2.48495 2.26533 -1.32895 -0.1361
H -0.70610 2.92099 0.85408 0.4225
H -2.33031 2.56548 0.95147 0.4063
C 1.85567 -1.42979 -1.18978 -0.4103
N 0.97495 -0.68933 -0.24660 -0.5264
C 0.54800 -1.38071 0.77887 0.3876
N -0.39028 -0.96339 1.60533 -0.7323
H 2.42480 -0.72958 -1.79359 0.2374
H 1.21061 -1.96317 -1.89044 0.2162
H 2.42475 -2.13307 -0.59045 0.2142
H 0.39759 0.14463 -0.66029 0.4603
H 1.00963 -2.34010 1.00375 0.2159
H -0.82986 -0.05458 1.46809 0.4288
H -0.73671 -1.60105 2.30139 0.4305
```

- LUMO energy (spin up / spin down) (eV) = -2.956 / -7.609
- highest occupied orbital energy (spin up / spin down) (Ha) = -0.5339 / -0.5337
- net charge = +1
- orbital gap (spin up / spin down) (eV) = 11.5718 / 6.9140
- multiplicity = 2



(8)
Below is an isolated molecule of C3H9N3O2S at a distorted geometry, with properties calculated with wB97M-V/def2-TZVPD.

Geometry as XYZ:
```
18
Properties=species:S:1:pos:R:3:nbo_charge:R:1
C 0.92385 -1.45779 -0.73461 -0.4994
C 1.32409 -0.00039 -0.36209 -0.2374
C -0.53509 -1.26706 -1.02636 0.1384
N 0.46938 0.40551 0.76757 -0.9284
N -1.51906 -1.57443 -0.31801 -0.6265
N -0.44467 2.66247 1.57484 -1.0057
O -0.85661 1.92889 -0.95901 -0.9013
O -2.10006 0.98060 0.99439 -0.9175
S -0.61131 1.44532 0.37236 2.2759
H 1.59042 -1.60345 -1.68108 0.2220
H 1.26082 -2.07605 0.04511 0.2262
H 2.36310 0.17790 0.06019 0.2100
H 1.17622 0.81212 -1.09078 0.2072
H -0.74569 -0.81745 -2.04518 0.1769
H -1.32188 -2.00028 0.56467 0.3420
H -2.77417 0.82077 0.33044 0.5155
H 0.33826 2.27234 2.17395 0.4065
H -1.28977 2.58984 2.08528 0.3957
```

- structure (SMILES) = [H]/N=C\CCN=[S@@](N)(=O)O
- LUMO energy (eV) = 0.614
- highest occupied orbital energy (Ha) = -0.3477
- orbital gap (eV) = 10.0763



(9)
Below is an isolated molecule of C3H9N3S at a distorted geometry, with properties calculated with wB97M-V/def2-TZVPD.

Geometry as XYZ:
```
16
Properties=species:S:1:pos:R:3:nbo_charge:R:1
C 1.04172 0.09925 -0.69037 -0.2751
C -0.33913 -0.49924 -0.52065 0.2432
C -0.55083 -0.64432 0.93562 -0.3291
H 0.84998 2.36784 -1.13339 0.3796
H 2.15726 1.78106 -0.15683 0.3673
H 1.77044 -0.20114 0.23159 0.2513
H 1.45357 -0.05692 -1.81073 0.1957
H -1.24755 0.01806 1.42450 0.2173
H -0.99977 -1.60838 0.81428 0.2208
H 0.13255 -0.63192 2.63479 0.3527
H 0.99841 0.48042 1.75308 0.3658
H -3.20994 -0.49219 -2.33568 0.1352
N 1.18221 1.57808 -0.43163 -0.8951
N 0.72921 -0.57049 1.86525 -0.8171
N -1.10639 -0.71030 -1.48214 -0.4949
S -2.86173 -0.90982 -1.09770 0.0823
```

- structure (SMILES) = NCC(CN)=NS
- LUMO energy (eV) = 0.815
- highest occupied orbital energy (Ha) = -0.3338
- orbital gap (eV) = 9.8982



(10)
Below is an isolated molecule of C3H9N3S at a distorted geometry, with properties calculated with wB97M-V/def2-TZVPD.

Geometry as XYZ:
```
16
Properties=species:S:1:pos:R:3:nbo_charge:R:1
C 2.71431 -0.61870 0.14814 -0.4049
C -0.76062 -0.03605 -0.42174 0.3718
C -0.96870 1.44545 -0.23564 -0.7135
H 3.46511 0.10761 0.10590 0.1973
H 2.93878 -1.30678 -0.67461 0.2117
H 2.75205 -1.16569 1.12850 0.1686
H 1.23566 0.60598 0.90053 0.3472
H -1.50020 1.56353 0.72700 0.2363
H -1.62022 1.86031 -1.01145 0.2409
H -0.06689 2.03516 -0.21600 0.2360
H -1.79157 -1.72471 -0.85971 0.3975
H -2.95195 -1.03641 1.38127 0.0746
N 1.42954 0.07574 0.02328 -0.4843
N 0.34690 -0.66621 -0.45396 -0.3043
N -1.94334 -0.72404 -0.75408 -0.7573
S -3.27887 -0.41520 0.21255 0.1824
```

- structure (SMILES) = CN/N=C(\C)NS
- LUMO energy (eV) = 0.818
- highest occupied orbital energy (Ha) = -0.2884
- orbital gap (eV) = 8.6670



(11)
Below is an isolated ion of composition C3H9N4 and charge +1 at a distorted geometry, with properties calculated with wB97M-V/def2-TZVPD.

Geometry as XYZ:
```
16
Properties=species:S:1:pos:R:3:nbo_charge:R:1
C -0.02244 1.17042 0.75243 -0.0553
C 1.20040 -1.74481 -1.38148 -0.4650
C 0.67492 -0.01576 0.29026 0.2983
N -0.93844 1.65049 -0.22114 -0.8618
N -1.86087 0.27482 1.54114 -0.3287
N -0.69326 0.38251 1.85524 -0.0824
N 0.79568 -0.38630 -0.93609 -0.3985
H 0.69800 1.67761 1.39170 0.2727
H 0.31247 -2.43696 -1.49621 0.2529
H 1.39976 -1.61026 -2.45719 0.2529
H 2.02941 -2.28665 -0.70928 0.2664
H 1.13998 -0.70872 0.86993 0.2147
H -0.83010 2.67178 -0.25230 0.4070
H -2.39264 -0.26929 2.24164 0.3646
H 0.34985 0.29445 -1.47811 0.4411
H -1.86273 1.33667 -0.01055 0.4211
```

- structure (SMILES) = [H]/N=N/[C@H](N)/C=[NH+]/C
- LUMO energy (eV) = -4.696
- highest occupied orbital energy (Ha) = -0.5166
- net charge = +1
- orbital gap (eV) = 9.3601



(12)
Below is C3H9N5 as an isolated structure at a distorted geometry, with properties calculated with wB97M-V/def2-TZVPD.

Geometry as XYZ:
```
17
Properties=species:S:1:pos:R:3:nbo_charge:R:1
C 1.10082 -0.74606 -0.05140 0.4491
C -0.38400 -0.87562 -0.24901 -0.5131
C -1.45086 -0.13192 -0.04295 0.3538
H 1.29673 2.46507 0.94217 0.3608
H 1.95014 2.58074 -1.03005 0.3643
H 2.93233 0.39638 0.10185 0.3790
H 2.55512 -1.97407 0.47038 0.3336
H -0.26984 -1.92868 -0.30912 0.2609
H -3.38554 0.43966 0.17476 0.3962
H -2.97882 -1.43165 -0.14996 0.4017
H -2.03823 1.62235 -0.45249 0.3323
H -0.41306 1.37481 0.04013 0.4125
N 1.28714 1.77393 -0.14502 -0.6872
N 1.88688 0.47176 -0.00743 -0.4992
N 1.60661 -1.91759 0.16152 -0.7604
N -2.64966 -0.49339 -0.07502 -0.7616
N -1.45162 1.16201 0.39060 -0.8226
```

- LUMO energy (eV) = 0.285
- highest occupied orbital energy (Ha) = -0.2699
- orbital gap (eV) = 7.6296



(13)
Below is an isolated molecule of C3H9N5 at a distorted geometry, with properties calculated with wB97M-V/def2-TZVPD.

Geometry as XYZ:
```
17
Properties=species:S:1:pos:R:3:nbo_charge:R:1
C 1.63974 0.75323 -0.56482 -0.4116
N 0.62063 0.18696 0.29917 -0.2794
N -0.36814 1.11356 0.63963 -0.2922
C 0.11694 -1.09435 -0.01777 0.3478
N -0.66208 -1.63967 1.00060 -0.8123
C 0.44185 -1.77379 -1.11474 -0.5709
N -1.56563 1.07308 0.10327 0.0332
N -2.44574 1.86041 0.42187 -0.4141
H -0.10195 1.82482 1.33380 0.3554
H -1.19224 -2.44307 0.69904 0.3812
H -1.23490 -0.97969 1.50469 0.3799
H -2.17263 2.58814 1.11603 0.2630
H 2.46867 0.05444 -0.61736 0.2189
H 1.98993 1.68082 -0.11322 0.2020
H 1.27285 0.96605 -1.57444 0.1884
H 1.10201 -1.39192 -1.86621 0.2063
H 0.09070 -2.77902 -1.24952 0.2044
```

- structure (SMILES) = [H]/N=N\NN(C)C(=C)N
- LUMO energy (eV) = 0.958
- highest occupied orbital energy (Ha) = -0.2973
- orbital gap (eV) = 9.0477



(14)
Below is C3H9N5O as an isolated structure at a distorted geometry, with properties calculated with wB97M-V/def2-TZVPD.

Geometry as XYZ:
```
18
Properties=species:S:1:pos:R:3:nbo_charge:R:1
C 0.10988 -1.59527 -1.53867 0.6495
C 0.46553 -0.57448 1.06777 0.6727
C -0.56512 0.87652 -0.62440 0.6672
N 1.46247 -1.40542 0.97495 -0.6991
N -1.48042 0.99924 -1.49129 -0.6966
N -0.17955 -0.35006 -0.15419 -0.6118
N -0.02032 -0.03821 2.13792 -0.7294
N -0.09736 1.94979 -0.08929 -0.7114
O 0.34090 -1.12017 -2.54323 -0.3006
H -0.02923 -2.44780 -0.98890 0.2284
H 1.75537 -1.58794 0.07716 0.4176
H 1.92214 -1.70664 1.84051 0.4591
H -1.81256 0.18768 -2.02085 0.4338
H -1.78370 1.82026 -1.94618 0.4482
H 0.31916 -0.06941 3.10956 0.4635
H -0.91737 0.41349 2.16330 0.4483
H -0.31177 2.79065 -0.44702 0.4260
H 0.82196 1.85777 0.47285 0.4346
```

- LUMO energy (eV) = -8.464
- highest occupied orbital energy (Ha) = -0.7174
- net charge = +2
- orbital gap (eV) = 11.0578



(15)
Below is a 3-piece molecular cluster, C3H9NO overall at a distorted geometry, with properties calculated with wB97M-V/def2-TZVPD.

Geometry as XYZ:
```
14
Properties=species:S:1:pos:R:3:nbo_charge:R:1
C -0.92725 0.16073 -0.36494 -0.3248
C 0.21728 -0.49645 -0.19902 -0.1616
C 1.50416 -0.19010 -0.97445 -0.6286
O 3.31001 0.32472 0.72217 -1.0579
N -3.21068 -0.13765 0.87052 -1.2380
H -1.94173 -0.04784 0.15476 0.2971
H -0.94298 1.02798 -0.89500 0.1515
H 0.32840 -1.24836 0.55520 0.1885
H 1.27490 0.40943 -1.93191 0.1790
H 2.04990 -1.06434 -1.25495 0.1988
H 2.24518 0.32075 -0.14839 0.3699
H 3.49117 1.10231 1.26096 0.4260
H -3.68296 0.68412 1.03199 0.2991
H -3.71539 -0.84530 1.17306 0.3009
```

- LUMO energy (spin up / spin down) (eV) = 4.391 / 1.697
- highest occupied orbital energy (spin up / spin down) (Ha) = -0.1347 / -0.1050
- net charge = -1
- orbital gap (spin up / spin down) (eV) = 8.0561 / 4.5556
- multiplicity = 2



(16)
Below is an isolated molecule of C3H9NO at a distorted geometry, with properties calculated with wB97M-V/def2-TZVPD.

Geometry as XYZ:
```
14
Properties=species:S:1:pos:R:3:nbo_charge:R:1
C -1.80813 0.12529 0.35996 -0.2590
O -0.85228 0.29326 1.48026 -0.5750
H -1.39011 -0.62711 -0.34091 0.1743
H -1.63935 1.09983 -0.19089 0.1582
H -2.86206 0.07436 0.52946 0.2067
C 1.18214 -0.43080 -1.12179 -0.4375
C 0.56697 0.06203 1.19993 0.1171
N 0.94493 0.70400 -0.15673 -0.6732
H 1.38843 -0.20763 -2.12493 0.2063
H 2.03119 -1.02347 -0.98584 0.2040
H 0.32771 -1.01267 -1.34268 0.1673
H 0.69121 -1.03097 1.10469 0.1551
H 1.13182 0.50889 1.90439 0.1778
H 0.28753 1.46500 -0.31493 0.3780
```

- structure (SMILES) = CNCOC
- LUMO energy (eV) = 1.051
- highest occupied orbital energy (Ha) = -0.3301
- orbital gap (eV) = 10.0325